No. 1
C28H79N5O13 | ωB97M-V/def2-TZVPD

Properties
**Relative energy (zero: lowest compared OMol25 entry of this formula, charge and spin)**: 0.368 eV
**SMILES string**: COC[C@H](C)N.COC[C@H](C)N.COC[C@H](C)N.COC[C@H](C)N.COC[C@H](C)N.OCCO.OCCO.OCCO.OCCO

XYZ file:
```
125
Properties=species:S:1:pos:R:3:mulliken_charge:R:1
O -11.4803 1.5926 -2.2295 -0.187
O -13.4040 3.7682 -9.3452 -0.475
O -10.0451 -0.1828 -5.9272 -0.670
O -18.6686 1.5581 -6.9792 -0.359
O -16.0626 -0.5977 0.6086 -0.365
O -14.6977 -2.2416 -7.1241 -0.431
O -16.1772 -0.9579 -2.1396 0.023
O -14.3879 1.0609 -4.5725 0.286
O -18.3128 -4.5446 -1.2932 -0.342
O -10.1800 -2.6845 -4.4097 -0.596
O -16.1549 -1.9097 -9.8505 -0.499
O -13.6409 2.7499 -6.6392 -0.321
O -15.3845 3.4702 -3.5061 0.134
N -18.2785 2.9692 -10.3690 -0.704
N -13.1228 -2.4845 1.8327 -0.775
N -18.0140 -2.8498 -3.6692 -0.660
N -17.4055 4.0356 -0.4352 -0.707
N -9.2249 1.8553 -3.8815 -0.661
C -16.5088 3.6166 -2.6513 -1.462
C -18.6215 2.5542 -7.9734 -0.707
C -18.4711 2.0433 -5.6723 -0.627
C -15.1492 -1.6597 0.8994 -0.645
C -16.0885 -4.1597 -4.2677 -1.182
C -16.6359 1.6310 -9.1918 -0.669
C -15.1194 -0.1616 -2.6593 2.056
C -12.4435 2.9737 -8.6729 -0.921
C -18.1068 1.9906 -9.2817 0.483
C -13.1110 2.0254 -7.7156 0.865
C -13.8666 -1.2326 1.5772 0.109
C -16.1251 3.9805 -1.2329 0.550
C -11.3377 2.2632 -0.9884 -0.786
C -17.1164 -4.4763 -2.0295 0.023
C -17.3945 -4.1922 -3.4852 0.361
C -11.0529 -1.5832 -4.2388 -0.117
C -18.0736 -4.6948 0.0645 -0.434
C -16.6325 -0.0098 1.7512 -1.047
C -15.2994 0.0531 -4.1257 -0.306
C -10.1885 2.9359 -3.8545 0.245
C -10.3289 3.6496 -5.1804 -1.209
C -14.6576 4.6752 -3.7355 -1.169
C -11.5719 2.4834 -3.3453 0.850
C -13.0855 -0.2095 0.7445 -0.957
C -16.0868 -2.0672 -7.3889 0.797
C -11.2342 -0.8850 -5.5440 0.043
C -16.5031 -2.6863 -8.7115 -0.753
C -15.2408 2.9373 -0.5723 -0.725
H -16.9605 2.6206 -2.5858 0.257
H -14.1482 -0.6253 -2.4415 0.263
H -17.4961 3.6120 -10.3613 0.266
H -19.2819 2.7463 -5.4113 0.418
H -12.9181 -2.9143 0.9333 0.271
H -17.1783 -0.7224 2.3798 0.296
H -12.1253 3.0128 -0.8677 0.318
H -17.9778 3.3964 -7.6663 0.222
H -12.5823 0.5076 1.3960 0.396
H -12.2200 3.3278 -3.0724 -0.151
H -11.7295 3.6107 -8.1295 0.302
H -15.6193 -3.1765 -4.1996 0.112
H -16.2591 1.0018 -9.9928 0.268
H -17.5535 -5.6317 0.3043 0.313
H -10.6457 2.9381 -5.9447 -0.024
H -17.5794 -2.8543 -8.6596 0.416
H -17.5619 2.6570 -5.5947 0.179
H -9.3834 4.1058 -5.4718 0.434
H -12.3557 1.2745 -7.4301 -0.224
H -16.0118 -3.6621 -8.8017 0.283
H -15.3842 -4.9169 -3.9231 0.491
H -19.1373 3.4962 -10.2695 0.257
H -18.0910 -4.8964 -3.9393 0.418
H -9.8650 3.6448 -3.0755 0.318
H -12.0412 -1.8801 -3.8684 0.125
H -13.9950 2.1338 -5.9801 0.331
H -13.7687 0.3666 0.1097 0.010
H -12.0930 1.8622 -4.0811 -0.543
H -17.3178 -2.1803 -3.3475 0.027
H -16.4506 -3.7142 -1.5958 -0.268
H -15.6382 4.9572 -1.1518 0.431
H -18.4886 1.2015 -4.9878 0.244
H -10.3484 2.7281 -0.9123 0.358
H -12.0664 -0.1740 -5.4003 -0.165
H -16.4923 1.0682 -8.2621 -0.399
H -13.9123 4.8315 -2.9526 0.268
H -17.3676 0.7267 1.4240 0.343
H -14.0983 -0.8041 2.5533 0.501
H -9.1982 1.3730 -2.9907 0.435
H -9.4939 1.1322 -4.5489 0.179
H -18.6892 1.1055 -9.5536 0.318
H -11.0657 4.4488 -5.0814 0.372
H -12.9750 4.1370 -10.1217 0.276
H -11.5775 -1.5487 -6.3409 0.568
H -14.6723 1.8700 -4.1090 -0.032
H -13.9031 1.4916 -8.2634 -0.046
H -11.7842 2.3992 -9.3424 0.452
H -9.9618 -3.0814 -3.5633 0.333
H -14.1979 -1.7341 -7.7698 0.288
H -12.3426 -0.6634 0.0885 0.379
H -15.2536 -1.5939 -9.7420 0.295
H -18.7622 -2.7637 -2.9844 0.333
H -16.3192 0.3935 -4.3524 -0.267
H -16.2470 -0.7226 -1.2035 0.161
H -11.4176 1.5057 -0.2110 0.148
H -18.1208 4.4271 -1.0438 0.249
H -12.2103 -2.2599 2.2168 0.295
H -14.9350 3.3123 0.4017 0.742
H -16.6299 -2.5196 -6.5624 0.121
H -15.7584 1.9815 -0.4946 0.075
H -17.5078 -3.8535 0.4999 -0.010
H -16.5768 -5.4373 -1.9287 0.408
H -16.0194 2.5297 -9.0805 0.403
H -17.2308 4.3048 -3.1064 0.668
H -17.2942 4.7277 0.2984 0.275
H -14.9514 -2.1677 -0.0496 0.049
H -15.6712 -2.3995 1.5208 0.337
H -15.8802 0.5209 2.3418 0.357
H -19.0271 -4.6922 0.5991 0.291
H -15.1090 0.8306 -2.1954 -1.484
H -10.1174 -0.0212 -6.8718 0.281
H -14.3611 2.7535 -1.2007 -0.462
H -15.3342 5.5340 -3.7515 0.479
H -14.1873 4.5584 -4.7104 0.120
H -16.3312 -0.9983 -7.3992 -0.555
H -10.6603 -0.8453 -3.5251 0.134
H -16.3352 -4.3020 -5.3187 0.171
H -19.6268 2.9862 -8.1028 0.361
H -15.1510 -0.8043 -4.7844 -0.216
```



No. 2
C28H79N5O9 | ωB97M-V/def2-TZVPD

Properties
**Relative energy (zero: lowest compared OMol25 entry of this formula, charge and spin)**: 2.907 eV
**SMILES string**: COC[C@H](C)N.COC[C@H](C)N.COC[C@H](C)N.COC[C@H](C)N.COC[C@H](C)N.CCO.CCO.CCO.CCO

XYZ file:
```
121
Properties=species:S:1:pos:R:3:mulliken_charge:R:1
O -1.7723 1.3358 -4.9807 -0.342
O 0.0984 5.4061 0.9588 -0.544
O -1.4685 -1.0043 3.8634 -0.595
O 2.9928 -1.6824 4.2635 -0.486
O -0.7394 -1.0173 1.1108 0.489
O 3.4032 3.0062 4.2139 -0.579
O -4.5771 1.8870 -0.0320 -0.362
O 3.7386 -0.9291 -1.0838 -0.410
O -0.3476 -6.6414 0.9502 -0.420
N -0.7537 -3.2445 -0.5904 -0.651
N 1.2608 2.5606 -6.7080 -0.743
N 2.3568 -3.1429 -3.6693 -0.763
N -5.8092 -0.5909 -2.5853 -0.692
N 5.0099 1.0946 2.9514 -0.577
C -0.4110 0.4994 -0.6639 -0.474
C -2.1362 0.0551 -4.5300 0.015
C 1.3529 2.9044 2.9655 0.345
C -1.4777 0.3129 4.2022 1.211
C -1.7882 -4.0731 1.4851 -1.231
C 0.1320 -0.0599 0.6516 2.054
C 4.1441 -0.8700 0.2637 -0.490
C 2.8862 -1.9858 -1.4937 -0.174
C -0.5491 -4.2069 0.5197 0.672
C 0.0462 4.8015 -0.2972 -0.543
C -6.7769 1.6649 -2.0653 -1.456
C 1.4109 -0.9763 -3.2872 -1.262
C 4.7021 -0.1167 3.7016 0.068
C 2.6729 3.6208 3.1847 -0.802
C -2.3891 0.5060 5.3481 -1.754
C 0.8700 -6.7256 1.7012 -0.721
C -5.4748 0.7202 -1.9961 0.433
C 1.6321 -1.9595 4.2006 -0.321
C -1.0820 3.7490 -0.2669 -0.428
C -4.8759 0.5932 -0.5758 -0.264
C 3.1994 -0.3476 3.8455 0.084
C -0.2929 -5.5939 -0.0124 -0.870
C -3.8111 1.8258 1.1632 -0.411
C 2.5480 -1.8973 -3.0225 0.342
C -0.0607 2.7096 -6.1942 0.472
C -0.9994 3.2248 -7.3214 -1.322
C -0.5295 1.3304 -5.7130 0.027
C 5.3386 0.0656 5.1087 -1.431
H -1.1408 2.3852 -8.0019 0.341
H -1.8178 0.8735 3.3315 -0.313
H -3.3514 2.8128 1.2142 0.234
H -0.8485 3.0326 0.5207 -0.154
H -3.1118 0.0732 -4.0443 -0.050
H 2.3712 -2.8719 -4.6422 0.324
H 0.5850 3.4350 3.5283 0.354
H -1.5071 -4.5212 2.4381 0.280
H -1.2577 -1.0516 2.9280 0.290
H 1.9063 2.5111 -5.9328 0.249
H 5.1918 -1.0186 3.3344 0.356
H 0.4637 -1.4037 -2.9583 -0.014
H -1.4390 -3.6455 -1.2147 0.331
H -7.6066 1.2291 -1.5087 0.353
H -2.0898 -0.0475 6.2380 0.368
H -3.4081 0.2220 5.0850 0.380
H 4.6939 0.8108 5.5746 0.270
H 0.1756 0.9345 -4.9822 -0.489
H -2.5912 -4.6691 1.0514 0.380
H -3.9871 -0.0325 -0.6566 0.110
H 3.4090 -2.9241 -1.3080 0.451
H 1.3403 -0.8784 -4.3705 0.504
H -6.2857 -0.4117 -3.4576 0.277
H -0.2249 5.5911 -0.9980 0.350
H 0.6416 -5.5593 -0.5723 0.508
H -4.4733 1.7177 2.0222 0.431
H 5.3455 -0.8312 5.7282 0.347
H 1.7663 -6.3690 1.1936 0.315
H -2.0966 4.1323 -0.1584 0.436
H 2.7775 -0.2462 2.8456 -0.318
H 3.2918 3.6055 4.9556 0.317
H -0.5538 4.0958 -7.8020 0.386
H 3.4179 -1.5093 -3.5525 0.498
H -6.5089 2.6338 -1.6441 0.324
H -0.0231 3.4369 -5.3833 0.321
H 0.9821 5.7646 1.0688 0.303
H 1.4499 3.4625 -7.1213 0.269
H -3.1082 0.9930 1.1815 -0.100
H -4.6783 1.1031 -2.6342 0.010
H 4.4344 1.8111 3.3703 0.280
H -2.0156 3.4349 -6.9881 0.290
H 1.0067 -7.7684 1.9874 0.274
H 6.3660 0.4289 5.1337 0.391
H 1.2673 -1.8870 3.1760 -0.129
H -2.4911 1.5472 5.6540 0.393
H 1.3979 1.8447 3.2168 -0.332
H 1.1005 2.9318 1.9055 -0.179
H 2.7546 0.3802 4.5242 0.521
H 4.6740 0.0606 0.4671 0.282
H 3.3078 3.4511 2.3151 0.271
H 0.9931 -1.3247 4.8145 0.258
H 0.2807 1.1398 -1.2113 0.462
H 0.2994 0.7403 1.3725 -0.699
H 4.7791 -1.7482 0.3804 0.374
H -0.5104 0.6555 4.5699 -0.104
H 1.4090 -2.9817 4.5063 0.429
H -1.3852 -0.3048 -3.8267 -0.079
H -0.5934 0.6811 -6.5862 0.361
H -2.1377 -0.6058 -5.3968 0.400
H -0.5469 -0.3529 -1.3296 -0.079
H 0.1066 -3.3514 -1.1085 0.030
H -1.4200 0.9066 -0.6000 -0.354
H -1.2321 3.1890 -1.1899 0.257
H 0.3771 -3.9426 1.0299 0.046
H 5.9797 1.3232 3.1163 0.301
H 2.5482 4.6995 3.2797 0.500
H -7.1452 1.7951 -3.0829 0.433
H 1.5085 0.0196 -2.8550 0.309
H -6.5887 -0.9520 -2.0542 0.313
H 3.3067 -1.1081 0.9195 0.066
H 0.7746 -6.1224 2.6040 0.252
H -1.0445 -5.8213 -0.7684 0.408
H 1.0778 4.5089 -0.4929 0.366
H -5.5440 0.0845 0.1191 0.372
H 1.1008 -0.4893 0.3963 -0.895
H 1.9906 -2.1330 -0.8902 -0.281
H -2.0427 -3.0462 1.7477 0.167
H -0.7544 -1.7412 0.4805 -0.316
H 3.2375 -3.6262 -3.5659 0.315
```



Number 1: HOMO -0.319 Ha, HOMO-LUMO gap 9.056 eV, E -2365.96066 Ha. Number 2: HOMO -0.325 Ha, HOMO-LUMO gap 9.298 eV, E -2064.93728 Ha.